(1)
Entry from the OMol25 dataset: an isolated ion of composition C10H21N2O2 and charge +1 in a non-equilibrium geometry (ωB97M-V/def2-TZVPD).

CARTESIAN COORDINATES (ANGSTROEM)
C: -0.2320 -0.9603 -0.0704
C: -0.0295 0.5331 -0.1438
C: 1.4452 -2.6061 -0.9227
C: -0.5545 -1.0656 2.4728
C: -2.4020 0.8630 -0.7528
C: 0.9856 2.5207 -1.3194
C: 0.0639 -1.8215 -1.2336
C: -0.9064 -1.5065 1.1167
C: -1.3291 1.2684 0.2225
C: 0.6841 1.0573 -1.4812
N: 1.7178 -0.2671 1.0127
N: 0.9167 0.7169 0.9215
O: 2.6890 -0.2332 1.7511
O: 1.0089 1.9453 1.6127
H: 2.2687 -1.8531 -0.9219
H: 1.6077 -3.4490 -1.7039
H: 1.3393 -2.9309 0.1139
H: -0.9064 0.0506 2.6776
H: 0.5116 -1.1338 2.7404
H: -1.1937 -1.6632 3.2395
H: -3.1569 1.7677 -0.7872
H: -2.8729 -0.0180 -0.4521
H: -2.0658 0.9331 -1.7335
H: 1.5489 2.7788 -2.2190
H: 1.5421 2.6400 -0.4444
H: 0.0477 3.1654 -1.3809
H: -0.6512 -2.6396 -1.2889
H: 0.1426 -1.2566 -2.1021
H: -2.0380 -1.3705 0.9519
H: -0.9135 -2.5985 1.0352
H: -1.6269 1.0979 1.3097
H: -1.2217 2.3437 0.1672
H: 1.5839 0.4590 -1.7022
H: 0.0553 1.0544 -2.3233
H: 1.9417 2.1784 1.6380

Calculated values
* ΔE to the lowest compared entry with this formula, charge and spin: 6.339 eV
* LUMO energy: -5.5910 eV
* maximum force: 4.72 eV Å⁻¹
* orbital gap: 8.257 eV
* HOMO: -13.848 eV
* total charge: +1

natural (NBO) atomic charge list, values in e, 4 entries: 0.754 -0.068 -0.539 -0.622

---

(2)
Entry from the OMol25 dataset: one molecule with the formula C10H12N4O in a non-equilibrium geometry (ωB97M-V/def2-TZVPD).

CARTESIAN COORDINATES (ANGSTROEM)
C: -0.9645 0.5759 0.4417
C: -1.1543 -0.7793 0.2832
C: -3.3219 -0.3232 -0.1534
C: 2.9151 -0.4554 0.8146
C: 1.8218 -0.5491 -0.1716
C: -0.0319 -1.7489 0.5126
C: 3.1040 0.9792 0.9155
C: 1.1018 -1.7500 -0.5222
C: 1.7976 0.6114 -0.8900
C: 2.6179 1.6484 -0.3676
N: -2.3418 -1.2163 -0.0444
N: -3.1194 0.9830 -0.3143
N: -1.9276 1.4591 -0.0602
N: -4.5758 -0.7454 -0.2288
O: -1.5815 2.5765 -0.3832
H: 0.4561 -1.4251 1.5137
H: -0.6051 -2.7249 0.5521
H: 2.6289 1.4694 1.8396
H: 4.2088 1.1840 0.9839
H: 0.6079 -1.8155 -1.5364
H: 1.7806 -2.6362 -0.6117
H: 1.1205 0.6800 -1.6241
H: -0.0416 1.1388 0.6370
H: 2.2633 2.7521 -0.2595
H: 3.4097 1.6873 -1.1879
H: -4.8694 -1.6346 -0.0446
H: -5.2990 0.0586 -0.0942

Calculated values
* ΔE to the lowest compared entry with this formula, charge and spin: 7.843 eV
* LUMO energy (spin up / spin down): -0.3775 / -0.3773 eV
* maximum force: 5.77 eV Å⁻¹
* orbital gap (spin up / spin down): 7.848 / 7.847 eV
* HOMO (spin up / spin down): -8.226 / -8.225 eV

natural (NBO) atomic charge list, values in e, 4 entries: -0.199 0.255 0.556 0.074

---

(3)
Entry from the OMol25 dataset: a 2-piece molecular cluster, C10H16O overall in a non-equilibrium geometry (ωB97M-V/def2-TZVPD).

CARTESIAN COORDINATES (ANGSTROEM)
C: 1.9044 -0.1940 -1.0941
C: 1.7712 1.2593 -0.5186
C: 0.8282 1.4230 0.6522
C: 1.4069 1.2601 1.8949
C: 0.6844 1.3685 3.1024
C: -0.6843 1.4802 2.9174
O: -1.4522 1.4306 4.0850
C: -1.3312 1.6276 1.6938
C: -0.5504 1.5740 0.5673
H: 0.9182 -0.5007 -1.4109
H: 2.1227 -0.7742 -0.1852
H: 2.7248 -0.3088 -1.7976
H: 2.7764 1.6567 -0.3607
H: 1.2524 1.7439 -1.3741
H: 2.4749 1.0643 2.0313
H: 1.2058 1.3681 4.0553
H: -2.2137 0.8541 3.9427
H: -2.3669 1.9531 1.6675
H: -0.9394 1.5836 -0.4559
C: -0.9100 -3.0505 -1.9577
C: -1.6998 -2.0215 -2.8371
H: -0.0099 -3.3284 -2.4938
H: -0.7415 -2.4865 -1.0223
H: -1.7157 -3.7760 -1.7902
H: -0.9660 -1.3346 -3.2847
H: -2.3633 -1.3589 -2.2998
H: -2.1262 -2.5131 -3.7270

Calculated values
* ΔE to the lowest compared entry with this formula, charge and spin: 1.731 eV
* LUMO energy: 0.8335 eV
* maximum force: 3.15 eV Å⁻¹
* orbital gap: 9.416 eV
* HOMO: -8.582 eV

natural (NBO) atomic charge list, values in e, 4 entries: -0.598 -0.405 -0.072 -0.169